1.
A structure of composition C7H25N12O9Ti at a distorted geometry. Source: the Open Molecules 2025 dataset; level of theory: the ωB97M-V functional and the def2-TZVPD basis.

```
54
Properties=species:S:1:pos:R:3:forces:R:3
Ti -0.863762 -2.324249 -3.304829 0.7 0.6 1.1
O 0.098559 -1.219805 -1.520415 -2.1 -2.7 -4.1
O -1.529188 4.143659 2.342360 -1.1 0.2 0.9
O 1.138338 -0.671702 0.291397 0.5 0.4 0.4
O 3.151270 -4.784761 -3.344023 -1.0 0.2 0.1
O -3.109984 -2.990029 2.430835 -0.4 -1.0 0.6
O -0.945129 4.315631 -4.122857 1.2 0.2 0.8
O -4.051619 2.081236 -1.228304 0.6 0.5 0.5
O 0.349305 0.905356 -1.001238 0.7 1.0 0.0
O 2.909843 -4.041490 3.410583 0.6 -0.3 1.4
N -2.041687 2.356302 -0.174075 1.9 0.9 1.3
N 1.938429 -2.867760 -3.276861 -2.1 2.7 -2.1
N -1.687644 -1.586520 1.446661 -0.2 1.3 0.4
N 0.193296 4.012758 -2.131398 0.9 1.1 1.2
N 0.445897 3.650139 3.319717 1.7 -0.6 2.0
N 1.633304 -2.327416 2.903945 -2.9 2.3 1.5
N 3.404790 -2.818969 1.664069 2.0 2.5 -3.8
N -1.378261 -3.733625 1.145922 1.2 -3.5 -1.1
N -3.957593 2.335735 0.994033 -1.0 0.4 1.2
N -0.323837 2.291719 -3.443399 0.6 -1.4 -0.6
N 0.226087 3.834326 1.086446 2.0 -0.6 -1.2
N 1.787905 -4.267332 -1.598980 -0.7 -0.8 1.4
C 2.720641 -3.024950 2.755525 0.0 -4.4 0.0
C 2.311992 -4.073966 -2.806983 2.6 -1.1 -0.2
C -0.321347 3.623881 -3.316738 -2.5 0.6 -1.1
C 0.544560 -0.384806 -0.758218 1.0 -0.9 2.6
C -0.342012 3.884144 2.299370 -2.0 0.8 -1.3
C -2.128373 -2.834813 1.742631 -0.6 2.6 0.1
C -3.384695 2.331721 -0.216989 -0.6 -2.1 -2.4
H 0.184393 4.976881 -1.841263 0.0 0.0 -0.4
H 4.015235 -3.448097 1.172393 0.0 -0.4 0.9
H 2.022078 -2.579919 -4.239633 0.7 -0.5 0.0
H 0.768536 3.377260 -1.605465 0.0 0.1 -0.1
H -4.961670 2.274566 0.933435 0.1 0.3 0.3
H 1.243045 -1.649740 2.268533 0.2 0.0 -0.1
H 0.120104 3.781969 4.263018 -0.1 -0.2 -0.2
H 0.177748 1.703230 -2.793670 -0.4 -0.1 -0.5
H 1.339869 3.215590 3.159430 0.0 0.2 0.4
H -3.507358 2.722140 1.809223 -0.1 0.1 -0.1
H 0.906094 1.175193 -0.253195 -0.2 1.2 0.2
H -0.993748 -1.390154 0.746926 -0.1 0.1 0.3
H 1.230852 3.752163 1.057319 -0.1 0.3 -0.4
H -0.801963 1.957452 -4.263727 0.2 -0.2 0.2
H -0.513420 -3.497489 0.689546 -0.1 0.2 0.3
H -0.283953 4.224701 0.311337 0.0 -0.1 0.1
H 1.005211 -3.691218 -1.335794 0.2 -0.2 0.5
H 1.085671 -2.655001 3.684444 -0.2 0.3 -0.1
H -1.298775 2.064726 -0.787633 -1.2 0.0 -0.8
H -1.468999 -4.693804 1.441037 -0.1 0.1 -0.1
H -2.217902 -0.862930 1.905808 0.2 0.2 -0.4
H 1.595452 -2.122377 -2.687229 0.4 -0.2 0.5
H 2.109673 -5.035400 -1.032026 -0.2 0.1 0.0
H 3.123261 -2.039134 1.086325 0.0 0.0 0.0
H -1.668517 2.624974 0.722674 -0.1 -0.1 0.0
```
Positions in Å, forces in eV/Å.

The expectation value of S² is 3.75. As for the total charge: 0. As for the total energy: -67090.6245 eV. Its multiplicity is 4.

Here are the Löwdin charges for atoms 1 to 5, given in e: atom 1 (Ti): 0.881, atom 2 (O): -0.135, atom 3 (O): 0.034, atom 4 (O): 0.010, atom 5 (O): 0.056

=====

2.
A structure of composition C48H40F6N3O10P4PbS2Se at a distorted geometry. Source: the Open Molecules 2025 dataset; level of theory: the ωB97M-V functional and the def2-TZVPD basis.

```
115
Properties=species:S:1:pos:R:3:forces:R:3
Pb -0.766097 0.735091 2.616183 -0.6 0.1 0.1
Se 0.217303 0.481591 -1.288717 0.9 0.5 -0.1
S -1.531797 1.537291 -1.924017 -0.9 0.9 -0.1
S 0.276203 3.406391 2.394083 0.4 0.5 -0.1
P -2.860797 1.999191 -0.142417 0.0 0.5 0.8
P -1.966697 -1.565809 0.219583 -0.2 0.4 -0.6
P -1.538897 3.846491 1.669583 -0.7 -0.8 0.5
P -2.457797 -2.281909 2.998883 -0.4 0.0 0.4
F 2.714003 -0.728109 -2.099717 0.0 -0.2 -0.3
F 1.375903 -4.417209 -1.824317 0.1 0.0 0.1
F 3.394103 -2.421409 -4.123817 -0.3 0.1 0.0
F 1.445303 -3.354809 -5.826817 -0.1 0.2 0.4
F -1.833197 -0.989409 -3.409317 0.2 -0.1 -0.2
F -1.164997 -2.632209 -5.398017 0.2 0.1 0.2
O -4.002097 -2.503009 2.553483 0.3 -0.5 0.3
O 1.175403 0.494091 4.133283 -0.3 -0.1 -0.1
O -3.523297 -1.889309 -0.086617 0.5 0.3 0.0
O 0.979103 -0.513409 1.272983 0.8 -0.6 0.5
O -2.364197 -0.860109 3.492983 0.0 -0.3 -0.2
O -1.663397 -2.392309 1.543783 -0.1 0.1 0.4
O -1.104997 -2.097409 -0.862217 -0.1 -0.7 0.0
O -1.997297 -3.415309 3.801683 0.1 -0.3 0.2
O -1.907097 -0.076109 0.484283 -0.1 -1.3 0.5
O 3.289103 0.392991 4.806783 0.7 0.1 0.5
N 6.004703 -5.469009 -3.001117 0.4 0.4 -0.2
N 4.504903 -2.363409 2.201483 0.0 0.2 0.2
N 4.062203 -5.259309 -1.620417 -0.3 -0.1 0.0
C -3.890697 5.228191 -2.581917 -0.1 0.1 -0.2
C 0.041403 5.731591 -1.560317 0.1 0.0 -0.2
C -4.996997 5.709091 -1.906817 0.0 0.1 -0.1
C 2.173003 -3.847109 -0.882617 0.0 0.0 0.1
C -3.772497 6.238991 4.888783 -0.1 0.0 0.1
C 3.479003 -4.318209 -0.742417 -0.1 0.4 0.3
C 3.936203 -1.461809 3.056483 -0.1 0.1 0.0
C 1.744203 -1.195409 -2.915817 -0.4 0.5 0.3
C -4.905697 0.557191 0.962783 0.0 -0.1 0.0
C -3.426097 4.206991 3.667883 0.0 0.0 -0.1
C 1.683403 -2.831009 -0.100117 0.2 -0.2 0.1
C -0.216397 4.852191 -0.528317 0.0 -0.1 0.1
C 4.821803 -5.825409 -3.822517 -0.6 -0.1 -0.5
C -0.546697 -1.290009 -3.551117 0.2 0.2 0.5
C 4.786903 -6.396109 -1.124217 0.0 -0.1 0.1
C -0.209797 -2.150409 -4.584017 0.2 -0.2 -0.3
C -3.667597 3.429891 -1.001717 0.3 -0.1 0.0
C 2.092403 -2.041709 -3.944217 0.0 -0.4 -0.4
C -2.032697 6.121791 3.243883 0.0 -0.1 0.0
C -0.781797 6.828291 -1.755217 0.0 0.1 -0.1
C 4.259803 -3.788709 0.274483 -0.1 -0.1 0.0
C -1.880297 7.020091 -0.933417 0.0 0.2 0.0
C 3.583103 -5.463409 -2.964617 -0.2 0.1 0.0
C -6.530097 -0.719609 -0.249917 0.0 -0.1 0.0
C -5.456597 5.036691 -0.785317 -0.1 0.1 0.1
C -2.530597 2.424991 1.464783 0.8 0.8 -1.8
C -5.881697 -0.423109 -1.437417 -0.1 0.0 -0.1
C -4.272297 0.870891 -0.230517 0.1 0.0 -0.1
C 6.835103 -2.202909 3.198083 -0.1 0.0 0.1
C 1.970803 -1.133609 1.688383 -0.2 0.3 0.0
C 3.759203 -2.811009 1.139283 -0.4 -0.1 -0.4
C 2.361203 0.132691 4.047583 0.2 -0.4 -0.5
C -4.797497 3.907391 -0.342317 -0.1 0.0 0.1
C -6.036597 -0.238109 0.952483 -0.1 0.0 0.0
C 0.431103 -0.753709 -2.692717 0.2 -0.6 -0.9
C 2.473703 -2.278309 0.908983 0.3 -0.3 -0.2
C -2.725897 6.837291 4.203183 0.0 0.1 0.0
C 1.111803 -2.531109 -4.803117 0.0 0.2 0.2
C -2.408397 4.817191 2.947883 0.2 -0.1 -0.1
C 5.754803 -2.986309 2.520183 0.1 -0.2 0.1
C -4.108597 4.918491 4.637083 -0.1 0.1 0.1
C 2.750703 -0.838409 2.867683 -0.2 0.4 0.6
C 7.002503 -2.602809 1.764483 0.0 -0.1 -0.1
C -2.146697 6.136991 0.096383 0.0 -0.1 0.1
C 6.152803 -6.413109 -1.868017 0.0 -0.4 0.6
C -1.298497 5.060391 0.316283 -0.1 -0.3 0.1
C -4.756997 0.384491 -1.434617 0.0 0.0 0.2
C -3.226097 4.098991 -2.133917 -0.1 -0.2 -0.1
H 6.642703 -1.165209 3.417383 0.0 0.1 -0.1
H -3.646697 -2.837209 -0.065917 -0.2 -0.4 0.0
H -6.322297 5.403191 -0.250517 -0.1 0.0 0.0
H -5.141497 3.385291 0.540983 0.0 0.0 0.1
H 3.140803 -4.538909 -3.324017 0.0 -0.1 0.0
H 5.645503 -4.034909 2.796883 0.1 0.1 0.0
H -4.312997 -1.691009 2.149583 -0.3 0.3 -0.2
H -3.013097 6.277491 0.727083 0.0 0.0 0.0
H 0.423903 4.000891 -0.340617 0.1 0.0 0.0
H 4.860103 -6.887309 -4.067317 0.2 0.1 0.1
H 6.403603 -7.407009 -2.240617 0.0 0.2 -0.1
H -7.409197 -1.348709 -0.252217 -0.1 -0.1 0.0
H 7.425503 -2.708309 3.947583 0.0 -0.1 0.0
H -3.526797 5.747191 -3.457417 0.1 0.0 -0.1
H -2.536197 7.863391 -1.098417 -0.1 0.1 0.0
H 6.962003 -6.062209 -1.226217 0.0 0.1 -0.1
H 2.823603 -6.250909 -3.041217 0.1 0.0 0.0
H -2.355297 3.746391 -2.662117 0.1 0.1 0.0
H -6.523797 -0.497409 1.883083 -0.1 0.0 0.1
H 0.889103 5.566991 -2.208917 0.1 0.0 -0.1
H 5.726303 -4.569509 -2.557317 0.3 -0.2 -0.1
H -5.495397 6.607391 -2.244917 0.0 0.1 0.0
H 4.930603 -6.305809 -0.049017 0.0 -0.1 -0.1
H -1.197097 6.561391 2.715583 0.0 0.1 0.0
H -3.667597 3.175891 3.448683 -0.1 0.0 -0.1
H -4.318397 6.798691 5.635283 0.0 0.1 0.1
H -4.463297 0.908991 1.884883 0.0 0.1 0.1
H -6.245197 -0.838209 -2.366817 0.0 0.0 -0.1
H 5.272103 -4.137209 0.409283 0.1 0.0 0.0
H 4.243003 -7.331909 -1.315717 0.0 0.1 0.0
H -4.905497 4.441891 5.191383 0.0 0.0 0.1
H 7.726703 -3.371309 1.525983 0.0 -0.1 0.0
H -4.227497 0.595391 -2.354117 0.0 0.0 -0.1
H 4.831003 -5.249009 -4.746217 0.1 0.0 0.0
H 0.662003 -2.491609 -0.243417 -0.3 0.1 -0.1
H 6.860903 -5.372509 -3.550217 -0.2 0.0 0.1
H -0.572497 7.529391 -2.552017 0.0 0.0 -0.1
H 6.912403 -1.827509 1.019583 -0.1 0.1 0.0
H 4.495203 -1.222009 3.952383 -0.1 0.1 -0.1
H -2.453397 7.862891 4.418283 0.0 0.0 0.0
```
Positions in Å, forces in eV/Å.

As for the total charge: -1. As for the total energy: -221101.7581 eV.

Here are the Löwdin charges for atoms 1 to 5, given in e: atom 1 (Pb): 1.388, atom 2 (Se): 0.856, atom 3 (S): 0.367, atom 4 (S): 0.222, atom 5 (P): 0.660